ORCA calculation (wB97M-V/def2-TZVPD) on C10H12ClNO2 in the gas phase.

Last column: Mulliken charge in e.
Element x y z (Å)
N1 -2.20804 1.99021 0.45937  -0.4705
C1 -1.88200 0.85042 1.28538  -1.0861
C2 -1.24439 -0.26509 0.45973  0.5939
C3 -1.97567 -0.38157 -0.86459  -0.7199
C4 -3.46272 -0.68555 -0.56752  0.1328
O1 -3.94522 -1.80220 -0.45786  -0.6068
O2 -4.10818 0.43053 -0.46087  -0.4896
C5 0.23650 -0.21631 0.38612  -0.0770
C6 0.83748 0.39894 -0.71423  -0.1936
C7 2.23996 0.59074 -0.86964  -0.8652
C8 3.01766 -0.11037 0.02430  0.4205
Cl1 4.76777 0.04163 -0.41645  -0.2249
C9 2.50686 -0.83774 1.02328  -0.7455
C10 1.09765 -0.84894 1.25050  0.0524
H1 -1.43216 2.27375 -0.18391  0.1628
H2 -2.46997 2.81820 0.88783  0.2114
H3 -2.88972 0.47064 1.59423  0.3892
H4 -1.20369 1.09422 2.08714  0.4957
H5 -1.50301 -1.13478 1.13203  0.4286
H6 -1.45616 -1.24787 -1.48114  0.3980
H7 -1.84040 0.61170 -1.38528  0.4164
H8 -3.36154 1.05134 -0.49482  0.5262
H9 0.21641 0.86628 -1.56150  0.1006
H10 2.57908 1.31586 -1.65751  0.3231
H11 3.17085 -1.38782 1.60089  0.4996
H12 0.79370 -1.36445 2.19606  0.3280

Values from the calculation:
**Energy relative to the best compared isomer or geometry (same formula, charge and spin)**: 0.0 kcal/mol
**Charge**: 0
**HOMO energy**: -9.63 eV
**Total energy**: -28671.4916 eV
**SMILES**: NC[C@@H](CC(=O)O)c1ccc(Cl)cc1